82
Properties=species:S:1:pos:R:3:forces:R:3:lowdin_spin:R:1 method="wB97M-V/def2-TZVPD" homo_ha="-0.1666 / -0.1690" s_squared=8.754 energy_ha=-5334.154201 gap_ev="6.644 / 6.675" spin_multiplicity=6 e_lumo_ev="2.1 / 2.1" charge=-1
Mn -0.15384 1.56221 0.39467 0.136 -0.169 0.042 4.684
Cl -6.60984 -1.40960 2.36512 -0.049 -0.043 0.023 0.001
C -5.25067 -0.39670 1.96714 0.073 0.003 -0.005 0.003
C -5.47430 0.81868 1.31974 0.022 0.055 -0.023 0.001
C -4.41452 1.62754 0.99582 0.055 -0.030 -0.002 0.003
Cl -4.71071 3.12231 0.16780 -0.002 0.039 -0.004 0.000
C -3.05876 1.28465 1.28674 -0.108 -0.014 -0.082 0.008
O -2.09662 2.06892 0.97051 -0.059 0.206 -0.002 0.051
C -2.88594 0.03721 1.94334 0.031 -0.118 0.079 0.004
C -1.57153 -0.45030 2.31875 -0.034 0.032 -0.039 0.009
O -0.49820 0.07460 2.07449 0.089 -0.097 0.060 0.035
C -3.97366 -0.78241 2.27563 -0.022 0.042 -0.039 0.001
H -6.47991 1.12323 1.06417 0.000 0.001 0.001 0.000
H -1.58420 -1.39809 2.88494 0.028 -0.023 0.035 0.002
H -3.79184 -1.73052 2.76725 0.009 -0.001 0.010 0.000
C -3.32658 4.80409 3.09587 -0.023 -0.041 0.014 0.000
C -3.08046 5.59581 1.87062 -0.053 0.017 0.008 0.000
N -3.89307 6.44981 1.33728 -0.049 0.032 0.094 0.000
N -3.23531 6.87258 0.21366 -0.002 -0.011 -0.009 0.000
C -2.03901 6.29155 0.02338 0.081 -0.040 -0.066 0.000
S -0.95217 6.53536 -1.21663 0.001 -0.003 -0.014 0.000
N -1.93974 5.47011 1.11432 0.035 0.074 -0.045 0.000
N -0.86045 4.63015 1.33558 -0.079 0.051 0.005 0.002
H -4.27106 5.11548 3.53433 0.003 0.004 -0.005 0.000
H -2.52300 4.94030 3.82086 -0.002 0.005 -0.008 0.000
H -3.38152 3.74294 2.84506 0.014 0.000 0.019 0.000
H -3.64698 7.54888 -0.40215 -0.003 -0.009 -0.007 0.000
H -1.20328 3.71955 1.62898 0.046 -0.005 -0.045 0.000
H -0.22500 5.03442 2.01269 -0.010 -0.076 0.051 0.000
N 0.43327 3.02088 -1.20916 -0.181 0.043 0.039 0.040
C 1.86953 3.33667 -1.17447 0.060 -0.012 0.015 0.007
C 2.26737 4.03372 0.12108 0.074 -0.089 0.037 0.001
C 2.27082 3.15301 1.38145 -0.088 0.117 -0.068 0.009
O 3.25651 3.16365 2.10472 0.011 0.023 0.031 0.010
O 1.19329 2.47552 1.61857 -0.003 -0.038 -0.088 0.061
H 0.19652 2.56708 -2.08567 -0.011 0.029 -0.021 0.003
H -0.10352 3.88582 -1.13777 0.022 0.015 -0.018 0.003
H 2.14132 3.98655 -2.01326 0.005 -0.031 -0.005 0.002
H 2.42330 2.40041 -1.29154 -0.011 0.002 0.001 0.001
H 1.58033 4.87013 0.27508 0.000 0.019 0.031 0.000
H 3.27176 4.44155 0.01091 -0.009 0.000 0.006 0.000
C 3.18460 -4.20177 -3.18404 -0.010 0.020 -0.013 0.001
Si 2.24314 -2.56371 -3.09863 -0.030 0.028 0.032 0.002
C 3.47142 -1.13953 -3.25778 -0.019 -0.071 -0.019 0.000
C 1.06881 -2.51086 -4.57107 0.064 -0.001 0.033 0.001
Si 1.05886 -2.30552 -1.09583 -0.004 0.000 0.020 0.011
Te -0.55254 -0.46014 -1.52378 0.014 0.025 -0.031 0.032
Si -0.22173 -4.20637 -0.65152 0.057 -0.015 0.006 0.002
C -1.21052 -4.70628 -2.17786 0.016 0.009 0.071 0.000
C 0.85874 -5.66941 -0.12713 -0.032 0.033 -0.032 0.000
C -1.42964 -3.82320 0.74238 -0.018 -0.023 -0.051 0.000
Si 2.59895 -1.97650 0.64562 0.026 0.016 -0.081 0.001
C 3.12844 -0.17913 0.73872 -0.040 -0.127 0.069 0.004
C 4.11761 -3.05245 0.29060 -0.033 0.044 0.013 0.000
C 1.91085 -2.52684 2.31102 0.082 -0.002 -0.035 0.000
H 3.73188 -4.27465 -4.12852 0.012 -0.014 0.005 0.000
H 2.49308 -5.04716 -3.13437 -0.006 0.015 -0.012 0.000
H 3.89999 -4.31062 -2.36660 -0.007 0.026 -0.014 0.000
H 3.95068 -1.14145 -4.24072 0.013 0.003 0.001 0.000
H 4.25388 -1.19992 -2.49742 -0.010 -0.001 -0.007 0.000
H 2.95655 -0.18461 -3.13164 -0.029 0.003 -0.003 0.000
H 1.63260 -2.48953 -5.50843 -0.004 -0.009 -0.003 0.000
H 0.43605 -1.62328 -4.52506 0.007 0.021 0.014 0.001
H 0.41378 -3.38442 -4.58703 0.000 -0.011 0.011 0.000
H -0.55662 -5.06205 -2.97739 0.016 0.001 0.007 0.000
H -1.77196 -3.85019 -2.55856 -0.001 0.005 0.005 0.000
H -1.91915 -5.50430 -1.93917 -0.005 -0.003 -0.007 0.000
H 1.57886 -5.92882 -0.90720 -0.010 0.005 0.000 0.000
H 0.24876 -6.55391 0.07704 0.000 -0.007 0.001 0.000
H 1.42373 -5.43459 0.77821 -0.010 -0.003 -0.007 0.000
H -2.00223 -2.92898 0.48182 -0.006 0.007 0.021 0.000
H -0.90400 -3.63604 1.68229 0.007 0.003 -0.024 0.000
H -2.12968 -4.64978 0.89575 0.007 0.005 0.016 0.000
H 3.29333 0.23760 -0.25792 0.003 0.003 -0.002 0.000
H 4.05244 -0.06787 1.31208 0.004 0.009 -0.004 0.000
H 2.37049 0.42401 1.24584 0.047 -0.010 -0.036 0.003
H 4.64915 -2.70699 -0.59985 -0.019 -0.011 0.017 0.000
H 3.84750 -4.10020 0.13489 -0.009 0.014 0.015 0.000
H 4.81288 -3.00289 1.13374 0.004 -0.007 0.000 0.000
H 1.04045 -1.92841 2.57995 -0.052 0.016 -0.002 0.000
H 2.66852 -2.38235 3.08677 -0.006 -0.006 0.010 0.000
H 1.63369 -3.58463 2.30091 -0.015 0.048 0.009 0.000

75
Properties=species:S:1:pos:R:3:forces:R:3:lowdin_spin:R:1 method="wB97M-V/def2-TZVPD" homo_ha="-0.3127 / -0.3131" s_squared=8.757 energy_ha=-3925.213972 gap_ev="8.745 / 8.756" spin_multiplicity=6 e_lumo_ev="0.2 / 0.2"
C -3.13134 3.42928 -0.45011 0.124 0.115 0.092 0.000
C -3.65860 2.03825 -0.57496 -0.930 -0.759 -0.643 0.000
H -3.73443 4.12179 -1.03560 0.128 0.108 0.183 0.000
H -2.08742 3.50940 -0.77848 -0.149 -0.100 0.094 0.000
H -3.15722 3.72348 0.60758 0.023 0.086 -0.193 0.000
C -4.70551 1.69741 -1.34054 0.485 0.185 0.475 0.000
C -5.52537 2.61167 -2.17693 -0.484 0.171 -0.431 0.000
H -5.05504 0.66501 -1.34145 0.146 0.125 0.075 0.000
H -5.08752 3.59857 -2.37110 -0.081 -0.316 0.132 0.000
H -6.50678 2.75513 -1.70035 0.133 0.074 -0.212 0.000
H -5.71149 2.13539 -3.14939 -0.068 0.180 0.102 0.000
Sm 0.49942 0.38678 -0.08083 -1.663 0.254 0.298 5.040
Cl 0.32449 0.66171 2.56980 0.071 -0.195 -0.206 -0.010
Cl 1.79424 2.33241 -1.10890 0.464 0.202 -0.091 -0.010
C -0.95536 -2.37984 1.16426 0.334 0.151 -0.743 0.001
O -0.24751 -1.89613 0.24941 -0.482 -0.584 0.999 -0.003
N -1.43927 -3.61752 1.13015 0.316 0.264 -0.114 0.000
C -1.05817 -4.58837 0.10823 -0.297 0.032 0.153 0.000
C -2.36675 -4.05534 2.15454 0.127 -0.075 0.120 0.000
H -1.22267 -1.82596 2.08083 0.105 0.152 -0.418 0.000
H -0.31391 -4.18323 -0.58408 -0.229 0.073 0.308 0.000
H -1.95672 -4.89017 -0.44213 0.180 0.017 -0.022 0.000
H -0.65617 -5.46684 0.62416 0.010 0.040 -0.185 0.000
H -2.60202 -3.20791 2.80531 -0.019 -0.228 -0.108 0.000
H -1.90725 -4.85603 2.74202 -0.175 0.003 0.012 0.000
H -3.28944 -4.40878 1.68636 0.096 0.029 0.121 0.000
H -1.84687 2.00987 -2.58667 0.185 -0.177 -0.015 0.000
H -3.53339 0.00713 -3.59362 0.306 0.003 0.013 0.000
C -1.13257 1.53761 -3.26770 -0.251 -0.195 0.196 0.000
C -2.60641 -0.26094 -4.12242 -0.254 -0.146 0.043 0.000
N -1.42180 0.10345 -3.36341 0.167 -0.530 -0.195 0.000
H -0.11897 1.68625 -2.89959 -0.082 0.068 -0.107 0.000
C -0.62456 -0.85818 -2.88769 0.633 1.102 0.104 0.000
O 0.45190 -0.64958 -2.27672 -1.092 -0.264 -0.383 -0.004
H -2.60197 -1.34569 -4.29616 -0.079 0.334 -0.042 0.000
H -0.97661 -1.87938 -3.10515 0.132 0.159 0.097 0.000
H -1.27010 1.97756 -4.25573 0.228 -0.044 -0.078 0.000
H -2.60339 0.27069 -5.08021 0.042 -0.189 0.089 0.000
O -1.62621 0.91840 -0.36693 1.410 -0.830 -0.211 -0.011
C -2.88567 0.98805 0.18521 0.435 0.042 0.999 0.000
C -3.55997 -1.32038 -0.64627 -0.251 -0.289 -0.216 0.000
C -3.58484 -0.36791 0.35805 0.598 0.891 -0.159 0.000
H -2.89751 -1.16223 -1.49573 -0.265 0.031 0.100 0.000
C -4.39589 -2.43336 -0.57182 0.140 -0.043 0.040 0.000
H -2.76916 1.37461 1.21304 -0.161 0.023 0.111 0.000
C -4.28767 -0.60755 1.52826 -0.561 -0.206 0.097 0.000
H -4.43645 -3.12890 -1.41199 0.016 0.062 0.273 0.000
C -5.20288 -2.62707 0.55181 -0.152 0.013 0.087 0.000
C -5.13072 -1.71970 1.61764 0.023 -0.132 -0.073 0.000
H -4.20152 0.11155 2.34837 -0.196 -0.220 -0.266 0.000
H -5.88822 -3.48592 0.58915 0.328 0.452 0.042 0.000
H -5.75898 -1.85862 2.50205 0.282 -0.038 -0.259 0.000
Si 3.09139 5.64036 -0.79861 0.272 0.127 -0.249 0.000
Cl 1.05540 5.77195 -1.23303 -0.005 0.272 0.102 0.000
C 3.83929 4.82979 -2.34103 0.036 -0.323 0.141 0.000
C 3.22092 4.96522 0.96187 0.004 -0.364 -0.045 0.000
C 3.91171 7.31742 -0.79107 -0.256 0.169 -0.011 0.000
H 3.30944 3.92739 -2.68657 0.248 0.378 0.271 0.000
H 4.89818 4.57965 -2.17200 -0.234 -0.012 -0.035 0.000
H 3.81738 5.57305 -3.15749 -0.080 -0.165 0.376 0.000
H 3.87629 7.78805 -1.77942 0.043 -0.050 0.159 0.000
H 4.95949 7.14142 -0.52110 -0.045 0.136 -0.023 0.000
H 3.46797 8.00073 -0.06210 0.106 -0.040 -0.028 0.000
H 2.56724 4.08766 1.03319 0.163 0.112 0.112 0.000
H 2.88665 5.69960 1.71515 -0.016 -0.098 -0.501 0.000
H 4.23574 4.66563 1.27125 -0.233 0.057 -0.324 0.000
C 4.22717 -0.21137 1.21406 0.392 0.299 -0.140 0.000
S 2.91938 -1.18522 0.45390 0.047 -0.442 -0.125 -0.004
C 2.54634 -2.43203 1.71440 -0.077 -0.020 0.145 0.000
H 4.08917 0.84174 0.91128 0.066 -0.490 0.190 0.000
H 5.17786 -0.58797 0.80839 -0.223 0.264 0.350 0.000
H 4.20590 -0.29301 2.30719 -0.087 0.071 -0.324 0.000
H 3.48230 -2.72138 2.21547 -0.388 0.034 -0.186 0.000
H 1.81910 -2.02847 2.43403 0.313 -0.115 -0.141 0.000
H 2.11386 -3.30089 1.19582 0.206 0.321 0.204 0.000